(1)
{
  "formula": "C13H46N12O10",
  "method": "ωB97M-V/def2-TZVPD",
  "elements": ["O", "O", "O", "O", "O", "O", "O", "O", "O", "O", "N", "N", "N", "N", "N", "N", "N", "N", "N", "N", "N", "N", "C", "C", "C", "C", "C", "C", "C", "C", "C", "C", "C", "C", "C", "H", "H", "H", "H", "H", "H", "H", "H", "H", "H", "H", "H", "H", "H", "H", "H", "H", "H", "H", "H", "H", "H", "H", "H", "H", "H", "H", "H", "H", "H", "H", "H", "H", "H", "H", "H", "H", "H", "H", "H", "H", "H", "H", "H", "H", "H"],
  "xyz": [[-0.004, 1.758, 2.250], [-3.262, 4.814, -2.409], [0.167, -4.192, -1.663], [3.771, 0.252, 1.080], [-1.527, 1.357, -4.088], [0.036, -3.379, 4.215], [-1.223, -0.808, 1.185], [-0.104, -1.444, -4.128], [1.144, -0.534, 3.142], [-4.917, 2.226, 2.105], [0.032, -0.741, 5.078], [-2.919, 2.808, -1.422], [3.466, -2.042, 0.715], [-2.606, 2.645, 2.146], [-0.362, 3.209, -3.023], [-3.350, 1.037, 0.817], [1.777, -2.515, -2.456], [2.715, -0.598, -0.858], [2.136, -0.942, 5.226], [0.504, 2.395, -4.787], [2.543, -3.987, -1.147], [-2.960, 4.457, -0.014], [0.799, 1.859, 1.130], [-1.097, -0.103, -1.111], [0.412, 3.056, 0.241], [0.886, -1.371, -5.114], [-0.516, -3.628, 2.971], [1.139, -0.724, 4.438], [0.593, -3.632, 1.953], [-3.625, 1.941, 1.694], [-0.532, 2.355, -4.020], [-0.803, -1.218, -0.083], [1.479, -3.599, -1.816], [-3.081, 4.059, -1.257], [3.268, -0.786, 0.326], [-2.420, 0.520, 0.693], [1.058, 3.041, -0.647], [-0.420, -0.254, -1.917], [0.003, -0.874, 6.072], [2.442, -4.838, -0.515], [2.535, 0.378, -1.208], [1.039, -2.091, -3.066], [3.082, -2.837, 0.189], [-1.077, -4.639, 2.948], [-0.559, 3.154, -0.070], [-0.915, 0.850, -0.644], [-0.823, -0.338, 4.668], [-1.233, -2.821, 2.789], [0.961, -2.587, 1.877], [0.416, 1.103, 2.816], [0.246, -1.388, -0.051], [-2.700, 3.398, 2.830], [-4.175, 0.583, 0.489], [-2.967, 2.147, -0.669], [0.489, 1.804, -5.622], [0.137, -3.912, 0.982], [-3.174, 5.426, 0.282], [3.510, -3.711, -1.345], [-0.998, 3.191, -2.223], [-0.464, -0.565, -4.061], [0.364, 3.938, -3.032], [2.228, -0.573, 6.150], [0.921, 0.940, 0.630], [1.845, -0.856, -4.780], [-1.636, 2.327, 1.961], [-0.061, -2.421, 4.470], [-3.020, 2.451, -2.386], [1.130, 3.156, -4.866], [1.259, -2.353, -5.479], [2.187, -1.360, -1.346], [3.614, -2.165, 1.751], [2.724, -2.383, -2.757], [1.404, -4.368, 2.126], [0.510, -0.795, -5.934], [2.970, -1.170, 4.646], [-2.106, -0.132, -1.521], [-2.745, 3.740, 0.707], [1.746, 2.022, 1.508], [0.642, 3.988, 0.767], [-1.447, -2.065, -0.309], [-0.502, -0.642, 1.782]],
  "lowdin_charge": [-0.097, -0.151, -0.136, -0.139, -0.138, -0.106, -0.105, -0.122, -0.035, -0.128, 0.169, 0.148, 0.146, 0.134, 0.176, 0.153, 0.120, 0.150, 0.210, 0.156, 0.111, 0.172, -0.307, -0.058, -0.040, -0.172, -0.343, -0.677, -0.108, -0.634, -0.550, -0.270, -0.535, -0.653, -0.620, 0.107, 0.077, 0.042, 0.141, 0.167, 0.143, 0.083, 0.041, 0.139, -0.005, 0.044, 0.168, 0.102, 0.042, 0.045, 0.079, 0.142, 0.131, 0.051, 0.125, 0.066, 0.142, 0.130, 0.065, 0.036, 0.135, 0.127, 0.069, 0.094, 0.079, 0.035, 0.130, 0.105, 0.099, 0.038, 0.138, 0.126, 0.084, 0.070, 0.159, 0.089, 0.054, 0.088, 0.092, 0.126, 0.035],
  "smiles": "NC(N)=O.NC(N)=O.NC(N)=O.NC(N)=O.NC(N)=O.NC(N)=O.CCO.CCO.CCO.CO",
  "e_lumo_ev": -0.109,
  "homo_ev": -8.48,
  "gap_ev": 8.37,
  "multiplicity": 1
}



(2)
{
  "formula": "C2H5NO",
  "method": "ωB97M-V/def2-TZVPD",
  "elements": ["O", "N", "C", "C", "H", "H", "H", "H", "H"],
  "xyz": [[1.090, -0.371, -1.312], [1.337, 0.356, -0.201], [-1.426, -0.795, 0.638], [-1.716, 0.051, -0.191], [0.795, 1.265, -0.093], [-2.282, 0.743, -0.611], [2.346, 0.541, -0.034], [0.927, -0.122, 0.610], [-1.070, -1.667, 1.194]],
  "lowdin_charge": [-0.317, -0.132, 0.008, 0.022, 0.148, -0.020, 0.150, 0.093, 0.047],
  "smiles": "[NH3+][O-].C#C",
  "e_lumo_ev": 0.692,
  "homo_ev": -8.45,
  "gap_ev": 9.14,
  "multiplicity": 1
}



(3)
{
  "formula": "C2H3N3OS",
  "method": "ωB97M-V/def2-TZVPD",
  "elements": ["S", "O", "N", "N", "N", "C", "C", "H", "H", "H"],
  "xyz": [[-2.464, -0.506, -0.070], [-0.336, 1.776, -0.009], [0.101, 0.474, -0.153], [0.138, -1.592, 0.123], [1.407, 0.208, -0.166], [-0.709, -0.588, 0.075], [1.437, -1.135, -0.072], [0.677, 2.145, 0.784], [2.321, -1.683, -0.225], [-2.571, 0.901, -0.288]],
  "lowdin_charge": [0.800, -0.093, -0.308, 0.041, 0.078, -0.707, -0.152, 0.323, 0.088, -0.071],
  "e_lumo_ev": -0.442,
  "homo_ev": -9.20,
  "gap_ev": 8.76,
  "multiplicity": 1
}



(4)
{
  "formula": "C3H12O2S2",
  "method": "ωB97M-V/def2-TZVPD",
  "elements": ["S", "S", "O", "O", "C", "C", "C", "H", "H", "H", "H", "H", "H", "H", "H", "H", "H", "H", "H"],
  "xyz": [[0.421, -1.032, 1.419], [0.746, 0.506, 2.944], [-2.623, -5.679, -4.238], [2.219, 4.620, -1.143], [-1.014, 1.352, -1.728], [-1.023, 0.676, -0.348], [0.327, -0.216, -0.104], [-0.151, 1.998, -1.909], [0.131, 1.618, 2.478], [0.301, -0.814, -0.941], [1.924, 4.032, -0.466], [1.041, 0.568, -0.267], [-1.765, 0.052, 0.085], [-3.212, -4.944, -4.623], [-0.966, 1.483, 0.484], [2.811, 5.203, -0.630], [-2.426, -5.558, -3.296], [-1.922, 1.887, -2.123], [-0.947, 0.495, -2.470]],
  "lowdin_charge": [0.489, 0.309, -0.107, -0.056, -0.119, -0.297, -0.648, 0.065, -0.216, 0.039, 0.004, 0.059, 0.067, 0.077, 0.090, 0.049, 0.029, 0.081, 0.083],
  "smiles": "CCCSS.O.O",
  "e_lumo_ev": -0.055,
  "homo_ev": -8.61,
  "gap_ev": 8.55,
  "multiplicity": 1
}



(5)
{
  "formula": "C4H4S",
  "method": "ωB97M-V/def2-TZVPD",
  "elements": ["S", "C", "C", "C", "C", "H", "H", "H", "H"],
  "xyz": [[-1.041, -2.385, -0.336], [0.680, 0.237, -0.641], [-0.705, -0.665, -0.004], [-1.722, -0.901, 0.683], [1.190, 1.287, -0.031], [1.261, -0.246, -1.283], [-2.664, -0.829, 1.281], [0.836, 1.787, 0.815], [2.164, 1.714, -0.484]],
  "lowdin_charge": [0.868, -0.110, -0.595, -0.299, -0.067, 0.015, 0.078, 0.024, 0.086],
  "e_lumo_ev": [0.601, -1.824],
  "homo_ev": [-4.91, -10.03],
  "gap_ev": [5.51, 8.21],
  "multiplicity": 3
}



(6)
{
  "formula": "C22H19ClF4O4",
  "method": "ωB97M-V/def2-TZVPD",
  "elements": ["Cl", "F", "F", "F", "F", "O", "O", "O", "O", "C", "C", "C", "C", "C", "C", "C", "C", "C", "C", "C", "C", "C", "C", "C", "C", "C", "C", "C", "C", "C", "C", "H", "H", "H", "H", "H", "H", "H", "H", "H", "H", "H", "H", "H", "H", "H", "H", "H", "H", "H"],
  "xyz": [[0.414, 0.491, -2.026], [3.415, 4.666, 0.073], [-6.904, 1.306, -0.350], [-6.337, -1.763, 3.242], [-0.615, 5.597, -2.280], [1.446, -2.912, -0.840], [-0.655, -2.117, -1.078], [2.886, 0.893, -0.247], [3.363, -1.267, -0.557], [0.101, 4.816, -1.398], [-2.433, 0.543, 1.463], [1.425, 5.162, -1.134], [1.116, -0.545, -0.925], [4.724, -0.885, -0.202], [0.196, 2.873, 0.056], [2.016, -5.204, -0.887], [2.108, 4.353, -0.222], [-0.531, 3.715, -0.831], [-6.085, 0.673, 0.563], [0.866, -4.237, -0.943], [-6.661, -0.246, 1.439], [0.543, -1.919, -0.957], [-3.848, 0.307, 1.463], [-4.724, 0.973, 0.548], [-4.434, -0.601, 2.398], [2.505, -0.237, -0.556], [-1.787, 1.509, 0.698], [-5.799, -0.854, 2.355], [5.518, -2.161, -0.264], [-0.401, 1.669, 0.586], [1.531, 3.239, 0.374], [-2.407, 2.244, 0.171], [-1.822, -0.078, 2.132], [1.887, 6.032, -1.583], [-3.798, -1.081, 3.139], [2.104, 2.612, 1.047], [6.535, -1.986, 0.092], [-1.553, 3.464, -1.116], [5.052, -2.937, 0.351], [-4.325, 1.699, -0.156], [0.166, -4.405, -0.112], [2.655, -5.012, -0.019], [1.638, -6.226, -0.827], [0.330, -4.342, -1.896], [5.111, -0.147, -0.922], [4.739, -0.450, 0.808], [5.573, -2.525, -1.295], [2.628, -5.126, -1.793], [-7.721, -0.482, 1.402], [0.249, 0.909, 1.015]],
  "lowdin_charge": [0.856, 0.052, 0.046, 0.045, 0.040, -0.024, 0.025, 0.013, -0.018, -0.224, 0.044, 0.092, -0.568, -0.216, -0.226, -0.079, -0.210, 0.038, -0.219, -0.224, 0.088, -0.558, -0.184, 0.068, 0.059, -0.540, -0.054, -0.223, -0.078, 0.015, 0.052, 0.100, 0.138, 0.136, 0.131, 0.122, 0.075, 0.122, 0.078, 0.121, 0.125, 0.077, 0.075, 0.127, 0.128, 0.126, 0.080, 0.080, 0.140, 0.131],
  "e_lumo_ev": -3.175,
  "homo_ev": -6.61,
  "gap_ev": 3.44,
  "multiplicity": 1
}



Let's list relative energy (zero: lowest compared OMol25 entry of this formula, charge and spin) in order: 34.8, 588.7, 365.4, 198.9, 228.8, 30.2 kJ/mol.
Let's list M in order: 530.6, 59.1, 117.1, 144.3, 84.1, 458.8 g/mol.
Let's list largest force on an atom in order: 9.1, 5.8, 6.3, 5.0, 13.9, 3.5 eV/A.